Record 1
CHBr2Cl2P | the ωB97M-V functional and the def2-TZVPD basis

The geometry in ORCA input format:
```
! wB97M-V def2-TZVPD RIJCOSX def2/J DEFGRID3
* xyz 0 3
C 0.4639 -0.3662 -0.5366
P 0.2050 -2.1348 -0.4151
Cl -0.5669 -2.3682 1.3988
Cl 1.9888 -2.9796 -0.2783
Br -2.6280 -0.6981 -1.2919
Br 1.7281 0.1315 -1.7191
H -0.5059 0.1872 -0.6132
*
```

The max |F| is 1.81 eV Å⁻¹. For the highest occupied orbital energy (alpha / beta), the calculation gives -8.7 / -9.8 eV. The total energy comes out at -6448.40583 Eh. As for the expectation value of S²: 2.014. Its HOMO-LUMO gap (alpha / beta) is 9.154 / 6.021 eV.

Results of the Mulliken charge analysis, in e, for atoms 1 through 2: -0.2833 0.4147

Record 2
C9H17N2 | the ωB97M-V functional and the def2-TZVPD basis

The geometry in ORCA input format:
```
! wB97M-V def2-TZVPD RIJCOSX def2/J DEFGRID3
* xyz 1 1
C 1.9524 -1.0028 0.0854
C 2.0836 -2.2815 0.0495
C -2.5995 -0.8148 -0.9839
C -1.4555 0.1627 -1.2434
C 0.0785 1.3882 0.4301
C 1.4590 1.0478 1.0974
C -2.9843 -0.4971 0.4547
C -0.6810 0.1641 0.0561
C 3.0312 0.9048 -0.8052
N 2.2689 0.2389 0.2309
N -1.6718 -0.2595 1.1225
H 2.9656 -2.7731 0.4430
H 1.3254 -2.9344 -0.3470
H -3.4336 -0.6759 -1.6656
H -2.2482 -1.8435 -1.0654
H -0.8388 -0.1551 -2.0827
H -1.8594 1.1550 -1.4844
H -0.4388 2.0273 1.1563
H 0.2844 1.9886 -0.4566
H 1.9955 1.9682 1.3258
H 1.2822 0.4978 2.0246
H -3.5686 0.4231 0.4938
H -3.5396 -1.2962 0.9450
H 3.5278 1.7757 -0.3774
H 3.7811 0.2255 -1.2073
H 2.3818 1.2316 -1.6219
H -1.7483 0.4564 1.8567
H -1.3498 -1.1220 1.5688
*
```

The max |F| is 1.58 eV Å⁻¹. For the highest occupied orbital energy (alpha / beta), the calculation gives -10.4 / -10.4 eV. The total energy comes out at -462.27041 Eh. Its HOMO-LUMO gap (alpha / beta) is 7.258 / 7.256 eV.

Results of the Mulliken charge analysis, in e, for atoms 1 through 2: 0.7405 -0.9156

Record 3
C11H21NO2 | the ωB97M-V functional and the def2-TZVPD basis

The geometry in ORCA input format:
```
! wB97M-V def2-TZVPD RIJCOSX def2/J DEFGRID3
* xyz 0 1
C 0.3468 -1.8078 -1.3451
C 0.5011 -0.2942 -1.5119
C -0.6011 0.0206 -2.5784
C 1.8215 0.2606 -1.9589
C 0.0829 0.4039 -0.1547
O -1.0121 0.9315 -0.1105
C 1.0710 0.4824 1.0602
C 0.3523 -0.3086 2.2088
C 1.2382 1.9791 1.4029
C 2.4758 -0.0592 0.9887
H 1.0197 -2.1650 -0.6597
H 0.4810 -2.3316 -2.3156
H -0.5833 -2.1692 -1.0303
H -1.5314 -0.3825 -2.2273
H -0.4238 -0.6840 -3.6020
H -0.6295 1.0694 -2.6027
H 2.6686 -0.3090 -1.5116
H 1.9442 1.2628 -1.7692
H 2.0348 0.1335 -3.0472
H -0.3755 -1.0675 1.8423
H -0.2252 0.4024 2.8629
H 1.1816 -0.6529 2.7035
H 2.0766 2.3446 0.9068
H 1.5672 2.0860 2.4339
H 0.4371 2.7222 1.1426
H 2.8421 0.1165 2.0197
H 2.4923 -1.1411 0.9051
H 3.0143 0.3394 0.2477
C -3.7817 -0.2742 -0.0724
C -3.1081 -0.2276 1.2002
N -2.9053 0.0355 2.3486
O -2.4753 0.2197 3.4319
H -3.6782 0.6680 -0.7805
H -3.5353 -1.2841 -0.5283
H -4.7833 -0.3194 0.1006
*
```

The max |F| is 6.24 eV Å⁻¹. For the highest occupied orbital energy, the calculation gives -8.9 eV. The total energy comes out at -636.78078 Eh. Its HOMO-LUMO gap is 9.553 eV.

Results of the Mulliken charge analysis, in e, for atoms 1 through 2: -1.8877 2.1887

Record 4
C5H10O | the ωB97M-V functional and the def2-TZVPD basis

The geometry in ORCA input format:
```
! wB97M-V def2-TZVPD RIJCOSX def2/J DEFGRID3
* xyz 0 1
C 0.1088 -1.3944 -1.3893
C 0.4721 0.0382 -0.9757
O -0.4727 0.9926 -1.4151
C 0.5945 0.0225 0.6470
C 0.0265 1.2272 1.3379
C -0.7183 -0.0856 1.3942
H -0.8633 -1.6554 -0.9571
H 0.8650 -2.0665 -0.9593
H 0.0591 -1.5938 -2.4672
H 1.4797 0.3094 -1.3406
H -0.5911 1.6877 -0.6865
H 1.5149 -0.4893 0.9640
H 0.4366 1.7861 2.1777
H -0.4566 1.9840 0.6202
H -1.5767 -0.1246 0.7254
H -0.8785 -0.6382 2.3243
*
```

The max |F| is 2.52 eV Å⁻¹. For the highest occupied orbital energy, the calculation gives -10.0 eV. The total energy comes out at -271.68916 Eh. Its HOMO-LUMO gap is 11.069 eV.

Results of the Mulliken charge analysis, in e, for atoms 1 through 2: -1.1218 0.1515